# 1
Molecular formula: C34H29N7OS3Zn
Method: DFT, ωB97M-V/def2-TZVPD

Last column: Löwdin charge in e.
Atoms and positions in Å:
Zn -0.03 0.06 0.25  0.546
S -6.95 1.83 0.23  1.089
C -7.36 2.96 -0.96  -0.379
C -6.29 3.31 -1.72  -0.158
C -5.10 2.64 -1.32  -0.117
C -5.30 1.80 -0.25  -0.491
C -4.31 0.93 0.42  -0.171
C -2.98 0.89 -0.03  -0.038
N -2.05 0.13 0.52  0.030
C -2.37 -0.65 1.58  -0.145
C -3.66 -0.68 2.11  -0.114
C -3.94 -1.53 3.24  0.015
C -2.97 -2.28 3.79  0.016
C -1.63 -2.26 3.28  -0.113
C -0.58 -3.01 3.84  0.064
C 0.70 -2.97 3.31  -0.170
C 0.88 -2.15 2.19  -0.032
N -0.08 -1.42 1.65  0.032
C -1.33 -1.46 2.18  -0.146
C 1.82 -3.73 3.86  -0.491
C 3.13 -3.72 3.46  -0.113
C 3.96 -4.58 4.22  -0.156
C 3.27 -5.23 5.19  -0.380
S 1.62 -4.81 5.19  1.087
C -4.62 0.13 1.50  0.063
H -8.38 3.32 -1.04  0.085
H -6.34 4.02 -2.54  0.116
H -4.14 2.80 -1.79  0.108
H -2.67 1.50 -0.87  0.121
H -4.95 -1.54 3.63  0.133
H -3.19 -2.92 4.64  0.133
H -0.80 -3.64 4.70  0.118
H 1.85 -2.09 1.71  0.129
H 3.51 -3.11 2.64  0.111
H 5.02 -4.71 4.05  0.116
H 3.65 -5.94 5.91  0.084
H -5.63 0.13 1.90  0.118
N -0.09 -0.20 -4.33  0.135
C -0.34 -0.44 -3.05  -0.846
N -1.51 -0.99 -2.72  0.138
S 0.89 -0.04 -1.91  0.718
H -0.72 -0.49 -5.06  0.135
H 0.79 0.20 -4.59  0.116
H -2.16 -1.29 -3.42  0.133
H -1.66 -1.30 -1.78  0.085
C 7.38 3.84 2.28  -0.043
C 6.09 4.58 2.07  -0.270
C 5.39 4.49 0.87  -0.032
C 4.22 5.21 0.65  -0.025
C 3.72 6.03 1.65  -0.273
N 2.53 6.80 1.49  0.146
C 1.39 6.57 0.78  -0.506
O 0.60 7.43 0.48  0.105
N 1.15 5.23 0.36  0.142
C 1.20 4.07 1.10  -0.205
C 1.65 3.98 2.42  0.039
C 1.69 2.75 3.04  -0.009
C 1.26 1.62 2.38  -0.117
N 0.78 1.70 1.13  -0.047
C 0.76 2.89 0.51  -0.062
C 4.40 6.14 2.85  -0.027
C 5.58 5.42 3.05  -0.030
H 7.49 3.02 1.57  0.076
H 7.44 3.43 3.29  0.082
H 8.23 4.51 2.15  0.092
H 5.77 3.86 0.07  0.115
H 3.72 5.15 -0.32  0.116
H 2.55 7.74 1.86  0.162
H 0.52 5.24 -0.43  0.150
H 1.95 4.88 2.95  0.121
H 2.05 2.67 4.06  0.126
H 1.27 0.65 2.85  0.103
H 0.39 2.90 -0.51  0.112
H 4.02 6.79 3.63  0.123
H 6.10 5.53 3.99  0.122

Output
**Max |F|**: 0.50 eV/A
**Lowest unoccupied orbital energy**: -5.98 eV
**M**: 713.2 g mol⁻¹
**Spin multiplicity**: 1
**Net charge**: +2
**E_HOMO**: -12.444 eV
**Energy above the lowest of the compared OMol25 structures with the same formula, charge and spin**: 0.0 kJ/mol
**Total energy**: -4745.16314 Eh

# 2
Molecular formula: C34H29N7P2RuS2
Method: DFT, ωB97M-V/def2-TZVPD

Last column: Löwdin charge in e.
Atoms and positions in Å:
Ru -0.85 0.09 1.53  0.881
S 2.00 -0.10 1.89  0.448
P 1.77 0.30 -0.06  0.476
C 0.04 -0.02 -0.30  -0.492
P -0.49 -1.71 -0.54  0.531
S -0.89 -2.28 1.38  0.352
C -2.08 -1.58 -1.40  -0.360
C -2.68 -2.75 -1.86  -0.067
C -3.93 -2.69 -2.46  -0.045
C -4.57 -1.46 -2.60  -0.054
C -3.97 -0.30 -2.15  -0.085
C -2.72 -0.35 -1.55  -0.125
C 0.49 -2.96 -1.38  -0.375
C 1.08 -3.99 -0.65  -0.095
C 1.82 -4.95 -1.31  -0.052
C 1.97 -4.89 -2.69  -0.046
C 1.39 -3.86 -3.41  -0.055
C 0.64 -2.89 -2.77  -0.085
C 2.13 2.04 -0.37  -0.393
C 1.25 2.89 -1.03  -0.102
C 1.63 4.20 -1.27  -0.059
C 2.88 4.66 -0.87  -0.049
C 3.76 3.80 -0.21  -0.047
C 3.39 2.49 0.04  -0.090
C 2.82 -0.56 -1.24  -0.360
C 2.74 -0.11 -2.56  -0.080
C 3.55 -0.71 -3.51  -0.051
C 4.41 -1.73 -3.15  -0.045
C 4.49 -2.16 -1.83  -0.049
C 3.68 -1.58 -0.86  -0.076
H -2.18 -3.71 -1.74  0.121
H -4.40 -3.59 -2.82  0.120
H -5.54 -1.42 -3.08  0.119
H -4.48 0.65 -2.26  0.117
H -2.24 0.55 -1.20  0.076
H 0.95 -4.03 0.43  0.075
H 2.27 -5.76 -0.75  0.118
H 2.55 -5.64 -3.20  0.119
H 1.51 -3.82 -4.49  0.119
H 0.17 -2.09 -3.33  0.119
H 0.28 2.53 -1.34  0.104
H 0.95 4.87 -1.80  0.118
H 3.17 5.68 -1.07  0.118
H 4.73 4.16 0.09  0.119
H 4.06 1.82 0.55  0.111
H 2.07 0.69 -2.82  0.114
H 3.51 -0.36 -4.54  0.119
H 5.04 -2.19 -3.90  0.120
H 5.17 -2.95 -1.56  0.120
H 3.73 -1.90 0.17  0.100
N -5.25 -0.44 2.32  0.072
C -4.34 -0.50 1.35  -0.095
N -3.19 -0.06 1.83  0.063
C -3.47 0.25 3.13  -0.308
N -4.72 0.03 3.46  0.165
C -2.43 0.68 4.05  -0.187
C -2.70 1.29 5.27  -0.024
N -1.72 1.59 6.11  0.126
C -0.48 1.27 5.76  -0.066
C -0.20 0.70 4.52  -0.100
N -1.18 0.42 3.66  -0.008
H -6.22 -0.71 2.30  0.181
H -4.52 -0.85 0.35  0.126
H -3.71 1.55 5.55  0.134
H 0.30 1.48 6.48  0.127
H 0.81 0.45 4.23  0.056
N 0.46 2.90 2.05  0.008
C 0.27 4.22 2.02  -0.057
C -1.00 4.44 1.54  -0.028
C -1.51 3.16 1.30  -0.122
N -0.61 2.24 1.59  -0.118
H 1.30 2.39 2.30  0.091
H 1.03 4.91 2.34  0.138
H -1.50 5.38 1.40  0.113
H -2.48 2.88 0.92  0.113

Output
**Max |F|**: 3.27 eV/A
**Lowest unoccupied orbital energy (alpha / beta)**: -8.00 / -7.96 eV
**M**: 762.8 g mol⁻¹
**Spin multiplicity**: 1
**Net charge**: +2
**E_HOMO (alpha / beta)**: -13.817 / -13.832 eV
**Total energy**: -3269.82965 Eh